Entry 1:
C3H10N4 | ωB97M-V with the def2-TZVPD basis set

```
17
Properties=species:S:1:pos:R:3
C -1.93 0.30 -0.95
C -0.97 0.74 0.14
N -1.26 0.39 1.36
H -0.57 0.78 2.00
H 0.61 -1.99 1.68
H -2.12 1.13 -1.63
H -2.88 -0.02 -0.52
H -1.49 -0.53 -1.50
N 0.15 1.48 -0.16
N 0.71 1.39 -1.45
C 1.59 -1.56 1.41
N 2.44 -2.20 0.67
H 0.83 1.60 0.60
H 0.92 0.42 -1.70
H 0.07 1.75 -2.15
H 2.05 -3.11 0.42
H 1.84 -0.56 1.79
```

Computed properties:
* gap between HOMO and LUMO: 9.964 eV
* HOMO energy: -9.10 eV
* charge: 0
* multiplicity: 1
* SMILES: [H]/N=C(/C)NN.C=N
* molar mass: 102.14 g/mol
* energy above the lowest of the compared OMol25 structures with the same formula, charge and spin: 44.4 kcal/mol


Entry 2:
C3H10N4 | ωB97M-V with the def2-TZVPD basis set

```
17
Properties=species:S:1:pos:R:3
C 0.90 0.00 0.18
C 1.29 1.43 0.17
C -2.50 -0.24 -0.04
N 0.09 -0.92 -0.38
N 0.40 -0.89 1.14
N -1.24 0.39 -0.39
N 2.29 -0.94 -0.49
H -0.41 -0.50 1.62
H -1.21 0.59 -1.39
H 2.62 -1.61 0.20
H 2.15 -1.46 -1.35
H 2.23 1.54 0.70
H 0.50 2.03 0.63
H 1.43 1.76 -0.86
H -2.48 -0.55 1.01
H -3.32 0.48 -0.13
H -2.75 -1.12 -0.65
```

Computed properties:
* gap between HOMO and LUMO (spin up / spin down): 9.070 / 9.071 eV
* HOMO energy (spin up / spin down): -8.07 / -8.07 eV
* charge: 0
* multiplicity: 1
* molar mass: 102.14 g/mol
* energy above the lowest of the compared OMol25 structures with the same formula, charge and spin: 143.3 kcal/mol


Entry 3:
C3H10N4 | ωB97M-V with the def2-TZVPD basis set

```
17
Properties=species:S:1:pos:R:3
C -0.62 0.10 -2.51
C -0.23 -0.38 -1.25
C 1.55 -0.12 1.45
N 0.72 -1.24 1.18
N -0.75 0.59 1.98
N -0.18 0.42 -0.24
N 0.14 0.04 1.13
H -0.80 1.17 -2.58
H 0.09 -0.22 -3.29
H -1.53 -0.43 -2.86
H 0.05 -1.42 -1.09
H 1.87 0.13 2.46
H 2.28 0.13 0.68
H 0.44 -1.86 1.94
H -0.40 1.06 2.81
H -1.61 0.08 2.15
H -0.44 1.41 -0.32
```

Computed properties:
* gap between HOMO and LUMO (spin up / spin down): 8.428 / 5.850 eV
* HOMO energy (spin up / spin down): -15.81 / -20.82 eV
* charge: +2
* multiplicity: 3
* molar mass: 102.14 g/mol
* energy above the lowest of the compared OMol25 structures with the same formula, charge and spin: 169.4 kcal/mol
* <S²>: 2.008


Entry 4:
C3H10N4O | ωB97M-V with the def2-TZVPD basis set

```
18
Properties=species:S:1:pos:R:3
C -1.08 -0.85 0.09
C -0.63 1.54 0.70
N -0.20 0.16 0.69
C 1.14 -0.25 -0.07
N -2.31 -0.43 -0.40
N 1.95 0.76 -0.50
O -0.93 -2.03 0.52
N 1.65 -1.39 0.44
H 0.71 -2.06 0.61
H 0.15 -0.81 -1.12
H -2.35 0.42 -0.95
H -2.85 -1.23 -0.71
H 1.50 1.51 -1.00
H 2.94 0.58 -0.52
H 2.55 -1.65 0.06
H 0.14 2.16 1.17
H -0.85 1.94 -0.31
H -1.54 1.62 1.30
```

Computed properties:
* gap between HOMO and LUMO: 8.359 eV
* HOMO energy: -7.54 eV
* charge: 0
* multiplicity: 1
* molar mass: 118.14 g/mol
* energy above the lowest of the compared OMol25 structures with the same formula, charge and spin: 88.9 kcal/mol


Entry 5:
C3H10N4O | ωB97M-V with the def2-TZVPD basis set

```
18
Properties=species:S:1:pos:R:3
C -0.68 0.49 -1.59
C 1.69 -0.44 1.26
N 0.13 1.33 1.02
C 0.51 0.19 0.58
N -1.20 1.67 1.15
N 0.35 -1.70 -0.94
O -1.92 0.04 -2.00
N -0.15 -0.47 -0.46
H -2.37 -0.33 -1.23
H -1.31 2.35 1.89
H -1.83 0.86 1.19
H 1.36 -1.67 -1.10
H 0.13 -2.44 -0.29
H 0.02 0.37 -2.43
H -0.71 1.54 -1.31
H 2.46 -0.69 0.53
H 1.40 -1.35 1.79
H 2.12 0.26 1.97
```

Computed properties:
* gap between HOMO and LUMO: 8.201 eV
* HOMO energy: -7.35 eV
* charge: 0
* multiplicity: 1
* SMILES: C/C(=N/N)N(N)CO
* molar mass: 118.14 g/mol
* energy above the lowest of the compared OMol25 structures with the same formula, charge and spin: 96.7 kcal/mol


Entry 6:
C3H10N4O | ωB97M-V with the def2-TZVPD basis set

```
18
Properties=species:S:1:pos:R:3
C -0.55 0.26 1.41
C 2.47 -0.56 -1.67
N -0.14 -0.89 0.65
N 1.78 -0.16 -0.45
N -0.24 1.56 1.09
C -2.90 -0.09 0.24
O 0.39 -0.59 -0.61
N -2.26 0.51 1.17
H 0.52 -1.49 1.14
H 1.71 0.86 -0.40
H -0.46 0.02 2.47
H -0.16 1.64 0.08
H -1.91 1.59 1.15
H 1.98 -0.21 -2.59
H 3.48 -0.14 -1.63
H 2.54 -1.64 -1.70
H -3.65 0.43 -0.35
H -2.62 -1.11 -0.01
```

Computed properties:
* gap between HOMO and LUMO: 8.862 eV
* HOMO energy: -8.27 eV
* charge: 0
* multiplicity: 1
* molar mass: 118.14 g/mol
* energy above the lowest of the compared OMol25 structures with the same formula, charge and spin: 171.2 kcal/mol


Entry 7:
C3H10N4O3P | ωB97M-V with the def2-TZVPD basis set

```
21
Properties=species:S:1:pos:R:3
N 2.00 -2.14 0.68
P 2.09 -0.72 0.10
O 3.06 0.34 0.78
O 2.36 -0.69 -1.47
C 0.42 0.04 0.29
N -0.48 -0.41 -0.86
C -1.73 -0.02 -0.56
N -2.76 -0.83 -0.52
N -1.94 1.31 -0.22
C -0.91 1.85 0.70
O 0.38 1.43 0.34
H 2.63 -2.33 1.45
H 3.98 0.01 0.73
H 1.77 -0.11 -1.97
H -0.01 -0.37 1.22
H -0.43 -1.42 -0.97
H -3.52 -0.60 0.10
H -2.83 -1.67 -1.09
H -2.00 1.88 -1.06
H -1.16 1.54 1.72
H -0.95 2.93 0.65
```

Computed properties:
* gap between HOMO and LUMO: 8.129 eV
* HOMO energy: -12.79 eV
* charge: +1
* multiplicity: 1
* SMILES: N=P(O)(O)[C@@H]1NC(N)=[NH+]CO1
* molar mass: 181.11 g/mol


Entry 8:
C3H10N4S | ωB97M-V with the def2-TZVPD basis set

```
18
Properties=species:S:1:pos:R:3
C 1.09 0.94 -0.96
C -0.74 -0.53 0.67
C -1.26 -0.01 2.00
H 0.87 -0.79 -3.54
H 1.41 -1.46 -1.86
H 0.59 2.05 -0.68
H 1.87 0.67 0.92
H 0.53 -1.57 -0.32
H -1.28 -1.37 0.43
H -0.94 0.25 -0.32
H -1.04 -0.60 2.89
H -2.40 -0.30 1.99
H -1.63 2.06 0.93
N 0.68 -0.79 -2.54
N 0.73 0.63 -2.12
N 1.73 -0.01 0.10
N 0.60 -0.98 0.52
S -0.80 1.80 1.89
```

Computed properties:
* gap between HOMO and LUMO: 9.967 eV
* HOMO energy: -9.18 eV
* charge: 0
* multiplicity: 1
* SMILES: N/N=C\NNCCS
* molar mass: 134.21 g/mol
* energy above the lowest of the compared OMol25 structures with the same formula, charge and spin: 100.3 kcal/mol


Entry 9:
C3H10N5 | ωB97M-V with the def2-TZVPD basis set

```
18
Properties=species:S:1:pos:R:3
C -0.63 0.55 -0.24
C -0.78 1.67 0.76
C 1.75 -0.08 -1.43
N -2.27 -0.88 -0.01
N 1.20 -0.92 0.71
N -0.13 -1.46 0.72
N 1.17 0.29 -0.09
N -1.06 -0.71 0.18
H -0.93 0.91 -1.21
H -0.10 1.57 1.61
H -1.80 1.72 1.09
H -0.47 2.52 0.20
H 1.42 0.61 -2.13
H 2.77 -0.07 -1.39
H 1.40 -1.04 -1.81
H -2.64 -1.74 0.22
H 1.42 -0.60 1.61
H -0.30 -2.34 1.20
```

Computed properties:
* gap between HOMO and LUMO: 8.973 eV
* HOMO energy: -14.15 eV
* charge: +1
* multiplicity: 1
* SMILES: [H]/N=[N+]1\NNN(C)[C@@H]1C
* molar mass: 116.15 g/mol
* energy above the lowest of the compared OMol25 structures with the same formula, charge and spin: 150.4 kcal/mol


Entry 10:
C3H10NO | ωB97M-V with the def2-TZVPD basis set

```
15
Properties=species:S:1:pos:R:3
C -2.31 0.24 -0.72
O -1.19 -0.26 -1.28
H -2.45 1.35 -0.88
H -3.25 -0.27 -1.08
H -2.41 0.17 0.39
C 1.15 -0.66 1.64
N 1.06 -0.42 0.22
C 1.42 0.91 -0.18
H 2.05 -0.17 2.03
H 0.23 -0.46 2.21
H 1.36 -1.74 1.78
H 0.06 -0.49 -0.13
H 1.13 1.66 0.61
H 0.90 1.29 -1.05
H 2.50 1.11 -0.28
```

Computed properties:
* gap between HOMO and LUMO: 6.919 eV
* HOMO energy: -2.59 eV
* charge: -1
* multiplicity: 1
* molar mass: 76.12 g/mol
* energy above the lowest of the compared OMol25 structures with the same formula, charge and spin: 27.2 kcal/mol


Entry 11:
C3H10NO | ωB97M-V with the def2-TZVPD basis set

```
15
Properties=species:S:1:pos:R:3
C -2.08 0.84 -4.93
O -1.61 0.32 -6.07
H -1.72 1.88 -4.67
H -1.85 0.23 -4.03
H -3.20 1.02 -4.87
C 1.08 -0.53 1.25
N 1.53 0.10 2.48
C 0.77 -0.33 3.67
H 0.65 0.17 0.52
H 0.27 -1.25 1.38
H 1.91 -1.02 0.72
H 2.48 -0.20 2.64
H 0.76 -1.43 3.77
H 1.24 0.14 4.54
H -0.24 0.08 3.61
```

Computed properties:
* gap between HOMO and LUMO (spin up / spin down): 3.337 / 6.506 eV
* HOMO energy (spin up / spin down): 3.11 / -0.18 eV
* charge: -2
* multiplicity: 2
* molar mass: 76.12 g/mol
* energy above the lowest of the compared OMol25 structures with the same formula, charge and spin: 0.0 kcal/mol
* <S²>: 0.750


Entry 12:
C3H10NO | ωB97M-V with the def2-TZVPD basis set

```
15
Properties=species:S:1:pos:R:3
C -1.85 0.46 1.66
C -1.03 -0.53 0.88
C 0.16 -0.19 0.38
N 0.89 -1.13 -0.46
H -2.67 0.80 1.03
H -2.47 0.04 2.45
H -1.32 1.37 1.94
H -1.57 -1.47 0.93
H 0.64 0.74 0.42
H 0.22 -1.82 -0.87
H 1.40 -0.66 -1.24
H 1.65 -1.70 -0.04
H 2.22 1.30 -2.27
H 0.70 1.75 -2.19
O 1.37 1.20 -1.83
```

Computed properties:
* gap between HOMO and LUMO (spin up / spin down): 3.188 / 8.132 eV
* HOMO energy (spin up / spin down): -2.73 / -7.84 eV
* charge: 0
* multiplicity: 2
* molar mass: 76.12 g/mol
* energy above the lowest of the compared OMol25 structures with the same formula, charge and spin: 60.5 kcal/mol
* <S²>: 0.754


Entry 13:
C3H10NO | ωB97M-V with the def2-TZVPD basis set

```
15
Properties=species:S:1:pos:R:3
C -2.50 -1.45 -0.60
C -1.25 -0.64 -0.79
C -1.32 0.77 -0.85
N -0.10 -1.21 -0.98
H -2.99 -1.60 -1.56
H -3.18 -0.92 0.06
H -2.26 -2.43 -0.21
H -0.40 1.32 -1.02
H -2.26 1.28 -0.77
H 2.20 2.11 -0.27
H 0.70 -0.57 -1.07
H 2.82 2.52 -0.12
H 3.04 -0.34 2.88
H 4.03 0.82 2.96
O 3.46 0.34 2.35
```

Computed properties:
* gap between HOMO and LUMO: 5.186 eV
* HOMO energy: -14.12 eV
* charge: +1
* multiplicity: 1
* molar mass: 76.12 g/mol
* energy above the lowest of the compared OMol25 structures with the same formula, charge and spin: 119.5 kcal/mol


Entry 14:
C3H10NO | ωB97M-V with the def2-TZVPD basis set

```
15
Properties=species:S:1:pos:R:3
C 1.51 1.99 0.14
O 1.59 0.64 0.67
H 1.99 2.73 0.78
H 0.45 2.25 0.19
H 1.79 1.95 -0.91
H 2.45 0.50 1.07
C -1.01 -1.19 -0.73
C -2.32 -1.02 -0.87
N -0.29 -1.16 0.57
H -0.34 -1.34 -1.56
H -2.71 -0.81 -1.86
H -2.91 -1.27 0.01
H 0.42 -1.88 0.64
H -0.80 -1.18 1.45
H 0.18 -0.20 0.42
```

Computed properties:
* gap between HOMO and LUMO: 11.646 eV
* HOMO energy: -14.97 eV
* charge: +1
* multiplicity: 1
* molar mass: 76.12 g/mol
* energy above the lowest of the compared OMol25 structures with the same formula, charge and spin: 39.7 kcal/mol


Entry 15:
C3H10NO | ωB97M-V with the def2-TZVPD basis set

```
15
Properties=species:S:1:pos:R:3
C -1.44 1.51 -1.09
O -1.70 0.36 -0.29
H -1.04 2.34 -0.52
H -0.81 1.19 -1.92
H -2.32 1.81 -1.65
H -2.59 0.17 0.02
C 1.28 -1.39 -0.28
C 1.11 -0.28 1.81
N 0.63 -0.44 0.63
H 2.27 -1.61 0.12
H 1.51 -0.94 -1.22
H 0.67 -2.27 -0.44
H 1.80 -1.03 2.18
H 0.97 0.67 2.30
H -0.35 -0.09 0.37
```

Computed properties:
* gap between HOMO and LUMO: 10.451 eV
* HOMO energy: -15.46 eV
* charge: +1
* multiplicity: 1
* molar mass: 76.12 g/mol
* energy above the lowest of the compared OMol25 structures with the same formula, charge and spin: 38.4 kcal/mol


Entry 16:
C3H10NO | ωB97M-V with the def2-TZVPD basis set

```
15
Properties=species:S:1:pos:R:3
C -2.61 -0.06 0.32
O -1.43 -0.81 -0.13
H -2.26 0.57 1.16
H -3.06 0.64 -0.49
H -3.38 -0.74 0.64
H -1.71 -1.36 -0.87
C 1.54 1.18 -0.56
C 2.00 -0.95 0.47
N 1.16 -0.19 -0.11
H 1.14 1.89 0.19
H 1.08 1.41 -1.52
H 2.62 1.26 -0.70
H 3.07 -0.80 0.32
H 1.66 -1.84 1.04
H 0.18 -0.19 0.25
```

Computed properties:
* gap between HOMO and LUMO: 9.941 eV
* HOMO energy: -14.87 eV
* charge: +1
* multiplicity: 1
* molar mass: 76.12 g/mol
* energy above the lowest of the compared OMol25 structures with the same formula, charge and spin: 35.0 kcal/mol


Entry 17:
C3H10NO | ωB97M-V with the def2-TZVPD basis set

```
15
Properties=species:S:1:pos:R:3
C -0.29 1.57 1.87
C 0.58 -0.95 -0.54
C 0.11 -1.15 -1.91
O 1.39 -1.03 -2.58
N -1.34 0.59 1.63
H -0.59 2.56 1.51
H 0.62 1.32 1.33
H 0.74 -1.80 0.11
H 1.02 0.04 -0.42
H -0.57 -0.41 -2.33
H -0.32 -2.13 -2.09
H 2.15 -1.07 -1.97
H -0.08 1.67 2.93
H -1.17 -0.18 0.99
H -2.25 0.98 1.47
```

Computed properties:
* gap between HOMO and LUMO: 4.882 eV
* HOMO energy: -13.32 eV
* charge: +1
* multiplicity: 1
* molar mass: 76.12 g/mol
* energy above the lowest of the compared OMol25 structures with the same formula, charge and spin: 120.2 kcal/mol


Entry 18:
C3H10NO | ωB97M-V with the def2-TZVPD basis set

```
15
Properties=species:S:1:pos:R:3
C 2.64 0.31 -0.81
C -1.34 -0.73 -0.22
C -2.21 0.34 0.21
O -2.71 -0.22 1.44
N 1.68 0.11 0.25
H 3.57 0.68 -0.40
H 2.32 0.97 -1.61
H -0.69 -1.19 0.52
H -1.58 -1.33 -1.08
H -3.14 0.44 -0.34
H -1.78 1.31 0.45
H -2.01 -0.60 2.00
H 2.87 -0.63 -1.29
H 0.81 -0.30 -0.02
H 1.57 0.86 0.91
```

Computed properties:
* gap between HOMO and LUMO: 5.120 eV
* HOMO energy: -13.51 eV
* charge: +1
* multiplicity: 1
* molar mass: 76.12 g/mol
* energy above the lowest of the compared OMol25 structures with the same formula, charge and spin: 119.4 kcal/mol


Entry 19:
C3H10NO | ωB97M-V with the def2-TZVPD basis set

```
15
Properties=species:S:1:pos:R:3
O 3.43 -0.27 -0.27
C 2.11 -0.59 0.26
C 1.15 0.43 -0.43
N -0.05 0.72 0.34
C -3.53 -0.12 -0.04
H 4.14 -0.96 -0.09
H 2.01 -0.31 1.22
H 1.85 -1.63 0.04
H 1.77 1.35 -0.49
H 0.84 0.11 -1.42
H 0.29 1.36 1.09
H -3.89 0.90 -0.15
H -3.58 -0.59 -1.01
H -2.41 0.13 0.19
H -4.12 -0.53 0.76
```

Computed properties:
* gap between HOMO and LUMO: 5.442 eV
* HOMO energy: -15.42 eV
* charge: +1
* multiplicity: 1
* molar mass: 76.12 g/mol
* energy above the lowest of the compared OMol25 structures with the same formula, charge and spin: 155.3 kcal/mol


Entry 20:
C3H10NO | ωB97M-V with the def2-TZVPD basis set

```
15
Properties=species:S:1:pos:R:3
C 2.09 0.43 0.06
C 0.11 -0.99 -0.23
C -2.20 -0.32 0.48
N 0.61 0.42 0.15
O -2.33 0.91 -0.04
H 2.62 0.21 -0.99
H 2.51 1.30 0.55
H 2.37 -0.42 0.68
H -0.10 -1.20 -1.23
H 0.43 -1.75 0.43
H -2.83 -1.02 -0.05
H -2.06 -0.31 1.51
H 0.49 0.54 1.20
H -0.01 1.07 -0.32
H -3.05 0.99 -0.79
```

Computed properties:
* gap between HOMO and LUMO (spin up / spin down): 9.002 / 8.575 eV
* HOMO energy (spin up / spin down): -12.86 / -12.62 eV
* charge: +1
* multiplicity: 1
* molar mass: 76.12 g/mol
* energy above the lowest of the compared OMol25 structures with the same formula, charge and spin: 99.7 kcal/mol